# 1
DFT (ωB97M-V/def2-TZVPD) results for the molecule C3H5NO2 in a non-equilibrium geometry.

Each line ends with the natural charge from an NBO analysis.
Atoms and positions in Å:
O 2.05 -1.55 0.32  -0.56
C 1.04 -0.91 0.21  0.67
N -0.28 -1.31 0.36  -0.64
C -0.92 -0.13 -0.15  -0.25
C 0.34 0.68 0.06  0.03
O 0.44 1.72 -0.88  -0.70
H -0.66 -2.24 0.23  0.40
H -1.75 0.28 0.43  0.19
H -1.17 -0.20 -1.22  0.19
H 0.40 1.08 1.07  0.18
H 0.51 2.57 -0.43  0.48

Computed properties:
energy above the lowest of the compared OMol25 structures with the same formula, charge and spin = 44.9 kcal/mol
E_tot = -322.50279 Eh
frontier orbital gap = 10.10 eV
highest occupied orbital energy = -9.496 eV

---

# 2
DFT (ωB97M-V/def2-TZVPD) results for the molecule C5H10O2.

Each line ends with the natural charge from an NBO analysis.
Atoms and positions in Å:
O 2.22 0.75 0.02  -0.72
C 1.58 -0.51 -0.18  -0.07
C 0.16 -0.71 0.47  -0.28
C -0.31 0.69 0.88  -0.46
C -1.32 1.06 -0.22  -0.08
O -1.28 0.03 -1.20  -0.53
C -0.96 -1.15 -0.49  -0.07
H 2.01 1.39 -0.68  0.47
H 1.51 -0.70 -1.25  0.17
H 2.28 -1.20 0.29  0.18
H 0.21 -1.41 1.31  0.21
H -0.69 0.74 1.90  0.21
H 0.57 1.33 0.84  0.24
H -1.06 1.99 -0.74  0.18
H -2.33 1.15 0.20  0.17
H -0.71 -1.93 -1.22  0.19
H -1.85 -1.52 0.06  0.16

Computed properties:
energy above the lowest of the compared OMol25 structures with the same formula, charge and spin = 45.1 kcal/mol
E_tot = -346.95358 Eh
frontier orbital gap = 10.64 eV
highest occupied orbital energy = -9.747 eV

---

# 3
DFT (ωB97M-V/def2-TZVPD) results for the molecule C5H8N2.

Each line ends with the natural charge from an NBO analysis.
Atoms and positions in Å:
C -1.33 -1.08 0.45  -0.31
N -0.35 -0.64 -0.33  -0.28
C 0.86 -1.26 -0.43  -0.16
C 1.65 -0.27 0.39  -0.45
C 1.09 1.05 -0.09  -0.28
C -0.15 0.79 -0.52  0.32
N -1.19 1.56 -0.99  -0.82
H -2.26 -0.54 0.54  0.19
H -1.17 -2.03 0.93  0.20
H 1.16 -0.41 1.40  0.19
H 0.84 -2.31 -0.14  0.17
H 2.73 -0.38 0.48  0.22
H 1.56 2.02 0.01  0.22
H -2.04 1.07 -1.22  0.39
H -1.36 2.42 -0.49  0.39

Computed properties:
energy above the lowest of the compared OMol25 structures with the same formula, charge and spin = 91.9 kcal/mol
E_tot = -304.68899 Eh
frontier orbital gap (alpha / beta) = 7.58 / 7.88 eV
highest occupied orbital energy (alpha / beta) = -6.782 / -7.018 eV

---

# 4
DFT (ωB97M-V/def2-TZVPD) results for the ion CH3ClNO2S with charge -1 in a non-equilibrium geometry.

Each line ends with the natural charge from an NBO analysis.
Atoms and positions in Å:
C -0.31 -0.33 0.75  0.07
N 0.52 -0.51 -0.41  -0.91
O 1.38 -0.36 -2.68  -0.95
O 0.11 -0.59 2.14  -0.74
S 0.16 -0.12 -1.90  1.45
Cl -0.55 2.13 -1.92  -0.66
H -0.74 0.65 0.78  0.16
H -1.29 -0.91 0.85  0.13
H 0.71 0.05 2.39  0.45

Computed properties:
energy above the lowest of the compared OMol25 structures with the same formula, charge and spin = 24.0 kcal/mol
E_tot = -1103.53827 Eh
frontier orbital gap = 8.06 eV
net charge = -1
highest occupied orbital energy = -4.230 eV

---

# 5
DFT (ωB97M-V/def2-TZVPD) results for a cluster of 8 separate species, C5H27N2O7S in total in a non-equilibrium geometry.

Each line ends with the natural charge from an NBO analysis.
Atoms and positions in Å:
C 1.63 0.24 1.98  -0.42
C 2.24 -0.99 1.33  -0.53
S 1.63 -2.60 1.98  -0.64
C 0.12 0.38 1.93  -0.23
N -0.41 0.46 0.56  -0.68
C -1.58 -0.39 0.35  -0.25
C -2.05 -0.33 -1.10  -0.23
N -1.17 -0.98 -2.06  -0.85
H 1.93 0.31 3.03  0.21
H 2.05 1.17 1.55  0.18
H 3.32 -0.99 1.48  0.20
H 2.09 -0.97 0.25  0.18
H -0.30 -0.47 2.45  0.21
H -0.17 1.30 2.46  0.17
H 0.30 0.15 -0.06  0.37
H -1.38 -1.42 0.64  0.19
H -2.38 -0.05 1.01  0.19
H -2.19 0.70 -1.41  0.19
H -3.00 -0.80 -1.18  0.19
H -0.89 -1.90 -1.71  0.37
H -0.30 -0.48 -2.17  0.35
H 0.50 2.59 0.23  0.48
H 0.46 2.99 -1.25  0.50
O 0.40 3.35 -0.35  -0.99
H -0.57 1.57 -2.69  0.48
H 0.91 1.13 -2.49  0.51
O 0.31 1.91 -2.61  -0.98
H -2.84 1.92 2.97  0.45
H -2.94 2.81 1.74  0.50
O -3.34 2.68 2.65  -0.98
H 2.78 0.21 -1.63  0.48
H 2.08 -1.15 -1.98  0.52
O 2.04 -0.17 -2.12  -1.01
H 0.57 -3.39 0.50  0.48
H -0.81 -4.00 -0.08  0.47
O 0.11 -3.73 -0.35  -1.07
H 2.79 -3.02 -0.90  0.49
H 1.36 -3.14 -1.47  0.52
O 2.25 -2.82 -1.69  -0.99
H -1.86 1.87 0.13  0.49
H -1.44 3.30 0.00  0.51
O -2.26 2.75 0.09  -1.00

Computed properties:
energy above the lowest of the compared OMol25 structures with the same formula, charge and spin = 0.0 kcal/mol
E_tot = -1241.18332 Eh
frontier orbital gap = 7.20 eV
net charge = -1
highest occupied orbital energy = -4.188 eV

---

# 6
DFT (ωB97M-V/def2-TZVPD) results for a cluster of 2 separate species, C5H8 in total.

Each line ends with the natural charge from an NBO analysis.
Atoms and positions in Å:
C -1.65 -0.30 -1.68  -0.50
C -0.81 0.23 -0.83  0.11
C 0.10 0.53 0.03  -0.11
C 1.19 -0.09 0.80  -0.42
C 0.90 1.39 0.91  -0.41
H -2.58 -0.74 -1.34  0.22
H -1.40 -0.40 -2.73  0.22
H 0.91 -0.73 1.64  0.22
H 2.07 -0.41 0.25  0.22
H 1.61 2.08 0.45  0.22
H 0.45 1.75 1.83  0.22
H 0.38 -2.22 -0.12  -0.02
H -0.16 -2.23 -0.64  0.01

Computed properties:
energy above the lowest of the compared OMol25 structures with the same formula, charge and spin = 81.8 kcal/mol
E_tot = -195.16171 Eh
frontier orbital gap = 10.44 eV
highest occupied orbital energy = -9.242 eV

---

- What is the formula in the first record?
  C3H5NO2

---

- Among the records above, which one has the highest E_tot?
  C5H8

---

- Which of these has the lowest energy above the lowest of the compared OMol25 structures with the same formula, charge and spin?
  C5H27N2O7S